# 1
{"formula": "C6H8O3", "method": "the ωB97M-V functional and the def2-TZVPD basis", "orbital_gap_ha": 0.3614, "e_tot_ha": -459.104213, "smiles": "CC(=O)/C=C(\\C)C(=O)O", "e_above_lowest_kcal_mol": 28.85, "max_force_ha_per_bohr": 0.1145, "lumo_ev": 0.503, "elements": ["C", "C", "O", "C", "C", "C", "C", "O", "O", "H", "H", "H", "H", "H", "H", "H", "H"], "coordinates": [[-2.2795, -1.6724, 0.7017], [-1.6725, -0.5024, -0.0302], [-2.3459, 0.3290, -0.5981], [0.0392, -0.5800, -0.1159], [0.5970, 0.5872, -0.2306], [0.2119, 1.9691, -0.5972], [2.3108, 0.4137, -0.0938], [3.0674, 1.3395, -0.3011], [2.7890, -0.7999, 0.2570], [-1.8958, -1.7002, 1.7243], [-2.0231, -2.5989, 0.1824], [-3.3688, -1.5756, 0.7274], [0.4180, -1.5223, 0.2476], [-0.8117, 2.0545, -0.9621], [0.3360, 2.6366, 0.2609], [0.8630, 2.3271, -1.4017], [3.7651, -0.7052, 0.2294]], "nbo_charge": [-0.729, 0.594, -0.543, -0.291, -0.011, -0.678, 0.768, -0.608, -0.694, 0.233, 0.238, 0.237, 0.235, 0.260, 0.238, 0.248, 0.503]}

# 2
{"formula": "C6H9FO", "method": "the ωB97M-V functional and the def2-TZVPD basis", "orbital_gap_ha": 0.3806, "e_tot_ha": -409.078989, "e_above_lowest_kcal_mol": 11.64, "max_force_ha_per_bohr": 0.0298, "lumo_ev": 0.947, "elements": ["C", "C", "C", "C", "C", "C", "H", "H", "H", "H", "H", "H", "H", "H", "H", "O", "F"], "coordinates": [[-0.4579, -0.3625, -2.0454], [-0.1677, -0.0640, -0.5889], [-0.8335, -0.7830, 0.6301], [0.3225, -0.0624, 1.3742], [0.0094, 1.4034, 1.0932], [1.1919, -0.4251, 0.1616], [-1.5048, -0.0905, -2.2058], [-0.2444, -1.4081, -2.2723], [0.1467, 0.2719, -2.6952], [-0.6563, -1.8560, 0.5832], [-1.8416, -0.4624, 0.9272], [0.6675, -0.2925, 2.3884], [0.8113, 2.1414, 1.2541], [-0.8669, 1.7223, 1.6793], [1.5331, -1.4623, 0.1293], [-0.3428, 1.3135, -0.2718], [2.2333, 0.4162, -0.1414]], "nbo_charge": [-0.630, 0.254, -0.433, -0.279, -0.074, 0.173, 0.223, 0.218, 0.230, 0.214, 0.222, 0.217, 0.196, 0.174, 0.175, -0.524, -0.355]}

# 3
{"formula": "C16H49O17Zn", "method": "the ωB97M-V functional and the def2-TZVPD basis", "orbital_gap_ha": 0.2932, "e_tot_ha": -3697.149779, "max_force_ha_per_bohr": 0.0248, "total_charge": 1, "lumo_ev": -3.553, "elements": ["Zn", "O", "H", "C", "C", "O", "O", "H", "H", "H", "H", "H", "H", "C", "C", "O", "O", "H", "H", "H", "H", "H", "H", "C", "C", "O", "O", "H", "H", "H", "H", "H", "H", "C", "C", "O", "O", "H", "H", "H", "H", "H", "H", "C", "C", "O", "O", "H", "H", "H", "H", "H", "H", "C", "C", "O", "O", "H", "H", "H", "H", "H", "H", "C", "C", "O", "O", "H", "H", "H", "H", "H", "H", "C", "C", "O", "O", "H", "H", "H", "H", "H", "H"], "coordinates": [[-1.8731, -1.1835, 1.2189], [-0.9893, -0.2829, -0.2402], [-0.0662, -0.1520, 0.0554], [2.6026, -1.4074, -1.8909], [1.5415, -2.3808, -2.3826], [1.8173, -2.7967, -3.7122], [2.6599, -0.2813, -2.7109], [3.5765, -1.9132, -1.9090], [2.3381, -1.1781, -0.8383], [0.5844, -1.8414, -2.3614], [1.4335, -3.2449, -1.7102], [1.3616, -3.6232, -3.9032], [1.8129, 0.1837, -2.6492], [-0.7449, 1.4532, -3.2292], [-1.7431, 0.4031, -3.6219], [-2.5815, 0.0123, -2.5187], [0.1932, 0.8425, -2.3243], [-1.2147, 2.2832, -2.7009], [-0.1343, 1.7649, -4.0820], [-1.1774, -0.4517, -4.0335], [-2.4681, 0.7532, -4.3696], [-2.0271, -0.2350, -1.7722], [-0.3077, 0.4041, -1.6311], [-3.5464, 1.5584, 1.1539], [-2.9304, 2.4377, 0.0872], [-1.5645, 2.2004, -0.1144], [-3.5455, 0.1335, 0.7871], [-4.5946, 1.7979, 1.3378], [-2.9854, 1.6002, 2.0871], [-3.0777, 3.4705, 0.4415], [-3.5027, 2.3501, -0.8498], [-1.4670, 1.2304, -0.1808], [-4.3123, -0.1534, 0.2803], [3.7397, 1.0268, 0.2318], [4.2730, 0.6859, 1.5919], [3.4902, 1.3169, 2.6258], [4.0139, 2.3761, -0.0693], [2.6516, 0.8207, 0.2249], [4.1101, 0.3472, -0.5438], [5.3423, 0.9227, 1.6815], [4.1923, -0.3882, 1.8282], [3.7998, 2.2237, 2.6519], [3.2463, 2.7679, -0.5020], [0.8462, 4.2407, -0.4830], [0.6471, 5.2249, -1.5937], [-0.2424, 4.6894, -2.5595], [1.5087, 3.0454, -0.8838], [-0.1055, 3.9889, -0.0137], [1.4890, 4.6744, 0.2974], [1.6128, 5.4040, -2.0825], [0.2261, 6.1242, -1.1278], [-0.0842, 5.0738, -3.4215], [0.9312, 2.4268, -1.3524], [0.5732, -2.7964, 2.6295], [0.2126, -4.0023, 3.4544], [0.4223, -5.2426, 2.7987], [-0.3341, -2.5783, 1.5300], [1.5786, -2.9095, 2.2166], [0.5344, -1.8850, 3.2321], [-0.8484, -3.9955, 3.7112], [0.7726, -3.9425, 4.4005], [1.3640, -5.2873, 2.5911], [-0.4422, -3.3877, 1.0046], [-2.2177, -3.3393, -1.2449], [-1.8409, -4.8043, -1.0453], [-0.9075, -4.9536, 0.0265], [-2.8394, -2.7029, -0.0639], [-2.9126, -3.2259, -2.0827], [-1.3521, -2.7059, -1.4436], [-1.4318, -5.1012, -2.0223], [-2.7541, -5.3691, -0.8135], [-0.3879, -5.7544, -0.0928], [-3.5924, -3.2478, 0.1779], [-0.3232, 2.4896, 3.3639], [0.1271, 1.2730, 2.5792], [-0.8800, 0.1729, 2.6019], [-0.7584, 2.0850, 4.6589], [-1.1928, 2.9588, 2.9133], [0.5410, 3.1686, 3.4251], [1.0149, 0.8140, 3.0218], [0.2447, 1.5001, 1.5161], [-1.1321, 0.1180, 3.5279], [0.0063, 1.9055, 5.2146]], "mulliken_charge": [-0.316, 1.751, -0.810, -0.158, 0.425, -0.560, -0.622, 0.495, -0.141, -0.560, 0.267, 0.324, 0.518, 0.189, -0.477, -0.574, -0.279, -0.104, 0.398, 0.191, 0.478, -0.461, 0.190, -0.626, -0.364, 0.073, -0.223, 0.477, 0.028, 0.437, 0.245, -0.082, 0.212, 0.984, -0.627, -0.484, -0.642, -0.666, 0.177, 0.334, 0.281, 0.300, 0.492, -0.037, -0.605, -0.451, -0.443, -0.126, 0.382, 0.375, 0.319, 0.281, 0.257, 0.038, -0.780, -0.486, -0.117, 0.284, 0.141, 0.277, 0.392, 0.351, 0.108, -0.206, -0.497, -0.426, -0.325, 0.530, -0.165, 0.370, 0.318, 0.269, 0.255, -0.533, 0.478, -0.340, -0.566, 0.141, 0.432, 0.346, -0.425, 0.338, 0.360]}

# 4
{"formula": "C37H27F15N6O2Ti", "method": "the ωB97M-V functional and the def2-TZVPD basis", "orbital_gap_ha": 0.2662, "e_tot_ha": -4252.596438, "e_above_lowest_kcal_mol": 21.46, "max_force_ha_per_bohr": 0.0316, "lumo_ev": -0.772, "elements": ["Ti", "C", "N", "C", "C", "N", "C", "C", "F", "C", "F", "C", "F", "C", "F", "C", "F", "C", "C", "N", "C", "C", "F", "C", "F", "C", "F", "C", "F", "C", "F", "H", "H", "H", "H", "H", "H", "H", "H", "H", "H", "H", "C", "C", "C", "C", "N", "C", "C", "C", "C", "C", "C", "C", "H", "H", "H", "H", "H", "H", "H", "H", "F", "C", "F", "C", "F", "F", "F", "O", "C", "N", "C", "O", "C", "C", "C", "C", "N", "C", "H", "H", "H", "H", "H", "H", "H", "H"], "coordinates": [[-0.2293, -0.0870, 0.6799], [-4.0413, 0.8570, 1.9145], [-2.8534, 1.4045, 1.2796], [-3.1581, 1.9735, -0.0289], [-2.5632, 1.1029, -1.1233], [-1.1185, 0.9086, -0.9974], [-0.4302, 1.6002, -2.0166], [0.1332, 0.9342, -3.1116], [-0.0252, -0.3913, -3.2535], [0.8709, 1.5447, -4.1068], [1.4163, 0.8129, -5.0814], [1.0378, 2.9151, -4.0958], [1.7438, 3.5244, -5.0444], [0.4200, 3.6394, -3.0965], [0.5066, 4.9682, -3.0921], [-0.3057, 2.9924, -2.1068], [-0.9330, 3.7980, -1.2426], [-2.1737, 2.3063, 2.1914], [-0.8295, 2.7933, 1.7032], [0.1898, 1.7499, 1.4877], [1.4801, 2.2218, 1.7010], [2.4714, 1.3071, 2.0544], [2.0859, 0.0267, 2.1134], [3.7947, 1.6129, 2.2702], [4.6605, 0.6603, 2.6004], [4.2113, 2.9269, 2.1286], [5.4842, 3.2631, 2.3341], [3.2799, 3.8740, 1.7523], [3.6649, 5.1372, 1.5727], [1.9530, 3.5315, 1.5249], [1.1726, 4.5103, 1.0380], [-4.7979, 1.6352, 2.0937], [-4.4859, 0.0884, 1.2797], [-3.7791, 0.4021, 2.8678], [-4.2446, 1.9979, -0.1744], [-2.8107, 3.0054, -0.0962], [-3.0796, 0.1384, -1.0788], [-2.8047, 1.5258, -2.1055], [-2.7839, 3.2070, 2.3820], [-2.0655, 1.7926, 3.1455], [-0.9673, 3.3790, 0.8039], [-0.4721, 3.4833, 2.4723], [-2.7284, -2.9420, -1.6762], [-3.6673, -3.3699, -0.7499], [-3.5773, -2.9283, 0.5548], [-2.5433, -2.0704, 0.9152], [-1.6897, -1.5968, -0.0068], [-1.7720, -2.0384, -1.2637], [-2.2631, -1.6142, 2.2762], [-2.8638, -2.1995, 3.3870], [-2.5374, -1.7525, 4.6556], [-1.5887, -0.7475, 4.8029], [-0.9532, -0.2136, 3.6904], [-1.2756, -0.6360, 2.4016], [-2.7325, -3.2870, -2.6995], [-4.4566, -4.0510, -1.0403], [-4.2897, -3.2541, 1.2982], [-1.0565, -1.6315, -1.9539], [-3.5781, -3.0046, 3.2720], [-3.0029, -2.1970, 5.5252], [-1.3176, -0.4028, 5.7932], [-0.1787, 0.5310, 3.8322], [0.9479, -2.0736, 2.7897], [0.8059, -2.2064, 1.4244], [-0.0790, -3.2674, 1.2727], [2.1535, -2.9218, 1.0745], [3.1815, -2.0793, 0.9348], [2.0624, -3.6301, -0.0869], [2.4833, -3.8147, 2.0116], [0.3397, -3.9846, -2.8081], [1.2037, -3.2719, -3.6697], [2.5970, -3.4835, -3.4079], [3.5025, -2.6220, -2.8635], [4.6854, -2.8942, -2.8216], [3.0484, -1.3098, -2.2788], [3.8937, -0.2186, -2.4217], [3.5626, 0.9719, -1.8000], [2.4383, 1.0124, -0.9971], [1.6516, -0.0517, -0.7904], [1.9384, -1.1671, -1.4632], [0.6820, -3.9484, -1.9061], [1.0117, -2.1999, -3.6405], [0.9679, -3.6310, -4.6714], [3.0075, -4.3651, -3.6793], [4.7937, -0.3188, -3.0133], [4.1694, 1.8589, -1.9131], [2.1516, 1.9300, -0.5050], [1.2471, -1.9817, -1.3230]], "mulliken_charge": [-0.854, -1.523, 1.348, -1.389, -0.823, 1.788, -1.216, 0.154, -0.415, 0.345, -0.395, 0.765, -0.333, 0.369, -0.335, -0.214, -0.452, -1.975, -0.778, 1.561, -0.891, -0.111, 0.016, -0.169, -0.317, 0.594, -0.323, 0.238, -0.327, 0.424, -0.366, 0.409, 0.453, 0.335, 0.563, 0.279, 0.377, 0.531, 0.496, 0.424, 0.223, 0.698, -0.871, -1.145, -0.713, 0.277, 1.563, -0.338, 0.348, -0.585, -1.265, -0.987, -0.557, 2.809, 0.549, 0.440, 0.522, 0.153, 0.349, 0.421, 0.467, 0.366, -0.326, 0.335, -0.357, 0.473, -0.206, -0.263, -0.295, -0.541, -0.042, -0.050, -0.361, -0.660, 0.766, -0.866, -1.827, -0.544, 1.518, -0.561, 0.349, -0.012, 0.410, 0.259, 0.566, 0.663, 0.559, 0.024]}

# 5
{"formula": "C4H6O2", "method": "the ωB97M-V functional and the def2-TZVPD basis", "orbital_gap_ha": 0.3655, "e_tot_ha": -306.413703, "e_above_lowest_kcal_mol": 58.10, "max_force_ha_per_bohr": 0.0104, "lumo_ev": 0.386, "elements": ["O", "C", "C", "C", "O", "C", "H", "H", "H", "H", "H", "H"], "coordinates": [[-1.0326, 1.3353, -1.8261], [-0.7696, 0.6387, -0.7277], [0.4859, 0.7338, 0.1022], [-0.2531, -0.3629, 0.9258], [0.0496, -0.9901, 1.9100], [-1.4007, -0.3093, 0.0066], [-1.9007, 1.0807, -2.1714], [2.8622, -1.7266, 0.5919], [0.6473, 1.6843, 0.6201], [1.4094, 0.4094, -0.3873], [2.2515, -1.6645, 1.0138], [-2.3494, -0.8288, -0.0579]], "nbo_charge": [-0.630, 0.422, -0.547, 0.581, -0.546, -0.445, 0.493, -0.025, 0.225, 0.228, 0.020, 0.225]}

# 6
{"formula": "C16H23F4N2PtS3", "method": "the ωB97M-V functional and the def2-TZVPD basis", "orbital_gap_ha": [0.2799, 0.1739], "e_tot_ha": -2445.171074, "max_force_ha_per_bohr": 0.0390, "total_charge": 3, "lumo_ev": [-9.453, -13.391], "spin_multiplicity": 5, "elements": ["Pt", "C", "C", "S", "C", "C", "S", "C", "C", "S", "H", "H", "H", "H", "H", "H", "H", "H", "H", "H", "H", "H", "C", "N", "C", "C", "C", "N", "C", "C", "F", "C", "F", "C", "C", "F", "C", "F", "H", "H", "H", "H", "H", "H", "H", "H", "H", "H", "H"], "coordinates": [[0.1044, 0.3981, -0.3195], [-2.1167, 0.9024, 1.9453], [-2.7038, 1.8621, 0.9270], [-2.0887, 1.6402, -0.7908], [-1.7369, 3.3443, -1.2991], [-0.6474, 4.0428, -0.5074], [0.8390, 2.9990, -0.3183], [1.1941, 3.1396, 1.4623], [0.1415, 2.5811, 2.3979], [-0.2996, 0.8257, 2.0995], [-2.5026, 1.1401, 2.9390], [-2.4131, -0.1217, 1.7283], [-3.7763, 1.6694, 0.8807], [-2.5653, 2.9034, 1.2085], [-1.4728, 3.2603, -2.3539], [-2.6700, 3.9061, -1.2387], [-0.3255, 4.9291, -1.0549], [-0.9749, 4.3586, 0.4813], [2.1484, 2.6295, 1.5941], [1.3577, 4.1968, 1.6773], [0.5477, 2.5989, 3.4106], [-0.7781, 3.1616, 2.3969], [3.1424, -0.2601, 0.5446], [2.4411, -0.0114, -0.7216], [3.0382, 1.0895, -1.4837], [2.3359, -1.2054, -1.5588], [1.5791, -2.3430, -0.9031], [0.2184, -1.9618, -0.5872], [-0.6918, -2.9519, -0.4811], [-2.1064, -2.7423, -0.5048], [-2.5400, -1.5435, -0.5928], [-3.0644, -3.7849, -0.4728], [-4.3078, -3.4732, -0.5288], [-2.6833, -5.1055, -0.3718], [-1.3319, -5.3734, -0.2789], [-0.9254, -6.5741, -0.1327], [-0.3498, -4.3383, -0.3348], [0.8789, -4.6732, -0.1759], [4.1120, -0.7403, 0.3631], [2.5665, -0.9092, 1.2015], [3.3457, 0.6764, 1.0578], [3.9691, 0.7685, -1.9649], [3.2800, 1.9220, -0.8295], [2.3685, 1.4261, -2.2739], [3.3403, -1.5710, -1.8068], [1.8478, -0.9308, -2.4972], [2.0924, -2.6662, 0.0103], [1.6036, -3.1887, -1.5939], [-3.4200, -5.9014, -0.3481]], "nbo_charge": [0.782, -0.539, -0.549, 0.311, -0.543, -0.550, 0.347, -0.542, -0.548, 0.381, 0.278, 0.239, 0.279, 0.242, 0.269, 0.283, 0.287, 0.237, 0.251, 0.282, 0.285, 0.242, -0.434, -0.461, -0.429, -0.248, -0.304, -0.332, -0.027, 0.482, -0.215, 0.493, -0.189, -0.324, 0.498, -0.176, 0.513, -0.208, 0.227, 0.207, 0.224, 0.232, 0.224, 0.221, 0.242, 0.230, 0.258, 0.245, 0.323]}